1.
{"formula": "C6H6O2", "method": "ωB97M-V with the def2-TZVPD basis set", "e_above_lowest_kcal_mol": 66.4, "orbital_gap_ev": 9.4, "smiles": "C=C=CC=C.O=C=O", "max_force_ha_per_bohr": 0.079, "homo_ha": -0.3269, "lumo_ev": 0.50, "elements": ["C", "C", "C", "C", "C", "H", "H", "H", "H", "H", "H", "O", "C", "O"], "xyz": [[1.79787, 0.12278, 1.35531], [0.89421, -0.28281, 0.54858], [0.01058, -0.02446, -0.36136], [-0.56781, -0.67353, -1.54978], [-1.05362, 0.05854, -2.57021], [2.69210, 0.67102, 1.20213], [1.51831, 0.42292, 2.33325], [-0.23074, 1.08707, -0.56534], [-0.54849, -1.77131, -1.72248], [-1.32426, -0.45517, -3.51848], [-1.05068, 1.15770, -2.57887], [-0.40228, 1.03362, 2.59995], [-0.62254, -0.14941, 2.54350], [-1.11264, -1.19697, 2.28380]], "forces_ev_per_a": [[0.65, 0.84, 1.71], [0.33, 0.67, -1.69], [-1.24, 1.71, -2.72], [-0.29, -1.00, -0.60], [0.44, -0.58, -0.31], [1.21, -0.39, -1.32], [0.02, -0.78, 1.10], [0.60, -1.39, 1.18], [0.10, 0.78, 0.52], [0.02, 0.53, 0.88], [-0.13, -0.52, 0.15], [-0.67, -3.84, 1.06], [-2.82, 2.12, -1.60], [1.77, 1.86, 1.64]], "lowdin_charge": [0.01, -0.11, -0.13, -0.18, -0.01, 0.07, 0.04, 0.15, 0.11, 0.06, 0.06, 0.14, -0.40, 0.19]}

2.
{"formula": "C6H6O2", "method": "ωB97M-V with the def2-TZVPD basis set", "e_above_lowest_kcal_mol": 91.9, "orbital_gap_ev": 9.4, "max_force_ha_per_bohr": 0.083, "homo_ha": -0.3341, "lumo_ev": 0.28, "elements": ["C", "C", "C", "C", "C", "C", "O", "O", "H", "H", "H", "H", "H", "H"], "xyz": [[0.67512, 1.42500, -1.70913], [-0.85178, -0.41132, -0.60601], [1.09210, -0.28659, 0.39803], [0.15450, 0.34024, -0.83830], [0.03280, -0.81053, 1.14225], [-0.40940, -0.83276, 2.38676], [-1.87776, -1.09493, -0.95484], [2.28784, -0.39056, 0.29305], [-2.40830, -1.31907, -0.17103], [-0.05226, 1.72516, -2.46405], [0.97418, 2.29073, -1.11406], [1.57668, 1.05264, -2.20392], [0.06039, -0.23661, 3.16654], [-1.25413, -1.45138, 2.67472]], "forces_ev_per_a": [[-0.14, -0.31, -0.36], [1.30, -1.91, 3.61], [0.55, 2.09, -3.38], [2.46, 1.13, 1.04], [-2.20, -0.55, -0.36], [0.15, -0.01, -0.05], [-1.58, -0.42, -0.72], [-0.58, -0.18, 0.62], [0.14, 0.13, -0.29], [0.10, 0.06, 0.01], [-0.12, -0.09, 0.00], [-0.06, 0.08, -0.02], [0.18, -0.38, 0.02], [-0.21, 0.36, -0.12]], "lowdin_charge": [-0.04, -0.15, -0.37, -0.14, -0.09, 0.03, 0.14, 0.09, 0.14, 0.08, 0.09, 0.09, 0.07, 0.05]}

3.
{"formula": "C6H6O2", "method": "ωB97M-V with the def2-TZVPD basis set", "e_above_lowest_kcal_mol": 76.4, "orbital_gap_ev": 9.1, "smiles": "O=C1C[C@H]2C[C@@H]2C1=O", "max_force_ha_per_bohr": 0.092, "homo_ha": -0.3430, "lumo_ev": -0.23, "elements": ["O", "C", "C", "C", "C", "C", "C", "O", "H", "H", "H", "H", "H", "H"], "xyz": [[-1.96945, -1.50099, -1.26614], [-1.07411, -0.90844, -0.78449], [-0.43033, 0.46156, -1.19097], [0.77577, 0.35353, -0.27951], [1.18883, 0.97025, 0.98784], [0.06561, -0.04491, 1.08930], [-0.35266, -1.40318, 0.52545], [-0.34365, -2.62947, 0.79711], [-0.41691, 0.44424, -2.31660], [-1.12915, 1.35431, -0.91346], [1.51882, -0.41142, -0.51053], [2.18517, 0.71147, 1.34676], [0.83393, 1.98544, 1.32010], [-0.85187, 0.61760, 1.19514]], "forces_ev_per_a": [[-0.86, -0.40, -0.89], [0.21, 0.61, 0.62], [-1.52, 0.73, -0.69], [-0.54, 0.49, -0.07], [0.37, 0.84, 1.54], [-0.43, 0.25, -0.28], [-0.57, -3.54, 1.03], [0.64, 4.69, -0.39], [0.77, 0.22, 1.05], [1.21, -1.63, -0.31], [-0.36, -0.05, -0.43], [-0.14, 0.23, -0.21], [0.49, -1.14, -0.55], [0.74, -1.30, -0.43]], "lowdin_charge": [0.16, -0.34, -0.07, -0.23, -0.07, -0.12, -0.25, 0.09, 0.13, 0.16, 0.15, 0.11, 0.13, 0.15]}

4.
{"formula": "C6H6O2", "method": "ωB97M-V with the def2-TZVPD basis set", "e_above_lowest_kcal_mol": 100.6, "orbital_gap_ev": 8.2, "smiles": "C=C=C=O.O=C1CC1", "max_force_ha_per_bohr": 0.085, "homo_ha": -0.3356, "lumo_ev": -0.92, "elements": ["C", "C", "C", "O", "H", "H", "O", "C", "C", "C", "H", "H", "H", "H"], "xyz": [[-0.43999, 3.41322, -0.62168], [0.55665, 2.53115, -0.71133], [1.38611, 1.56539, -0.44515], [2.22831, 0.76402, -0.41067], [-0.35498, 4.32069, -1.11027], [-1.36099, 3.21945, -0.04668], [0.14532, -3.57302, -0.81528], [0.00398, -2.68716, 0.01413], [0.20412, -1.25971, 0.26964], [-0.88153, -2.19787, 0.98054], [1.04340, -1.06272, 0.84324], [-0.03589, -0.55571, -0.52348], [-1.79632, -2.01267, 0.58979], [-0.69820, -2.46505, 1.98721]], "forces_ev_per_a": [[0.38, -2.71, 1.10], [-0.03, 0.17, 0.79], [-0.96, 1.06, -1.06], [0.35, -0.15, 0.38], [-0.02, 1.78, -1.00], [0.48, 0.07, -0.27], [0.22, 1.14, 1.52], [0.66, -1.82, -3.89], [-0.78, -1.32, -0.47], [2.01, 0.98, 0.92], [1.38, 0.70, 1.08], [-0.28, -0.20, 0.35], [-3.14, 0.13, -0.47], [-0.25, 0.16, 1.01]], "lowdin_charge": [0.05, -0.05, -0.25, 0.15, 0.03, 0.08, 0.10, -0.43, -0.02, -0.01, 0.07, 0.10, 0.08, 0.11]}

5.
{"formula": "C6H6O2S", "method": "ωB97M-V with the def2-TZVPD basis set", "e_above_lowest_kcal_mol": 78.5, "orbital_gap_ev": 10.5, "max_force_ha_per_bohr": 0.065, "homo_ha": -0.3626, "lumo_ev": 0.65, "elements": ["C", "C", "C", "C", "C", "C", "O", "O", "S", "H", "H", "H", "H", "H", "H"], "xyz": [[-2.21380, 0.05101, 2.14928], [-1.49387, 0.26338, 1.19169], [0.71949, -1.16277, -0.92228], [0.64945, -0.05950, -0.17847], [-0.77203, 0.44251, -0.12198], [1.71430, 0.73778, 0.49306], [-0.54930, -1.00280, -3.18364], [-1.57027, -0.33224, -0.95802], [-0.81257, -1.53565, -1.87538], [-2.53294, 0.06773, 3.12944], [1.57334, -1.75303, -1.15708], [-0.91495, 1.53526, -0.45834], [1.41548, 1.06872, 1.45878], [2.21103, 1.59393, -0.15322], [2.57662, 0.08567, 0.58617]], "forces_ev_per_a": [[2.28, 0.80, -2.31], [-0.12, 0.08, 0.78], [-0.74, 0.36, -0.04], [-0.75, 0.16, -0.58], [-1.43, 1.46, 0.76], [2.01, 0.27, -1.97], [0.16, 0.15, -1.26], [-0.45, -1.61, -1.78], [0.44, 1.22, 2.32], [-0.94, -0.27, 1.28], [0.61, -0.23, -0.08], [0.66, -1.37, 0.60], [-0.21, 0.53, 0.68], [-1.70, -1.35, 1.16], [0.17, -0.21, 0.44]], "lowdin_charge": [0.14, -0.04, -0.13, -0.29, -0.38, -0.04, -0.45, -0.33, 0.97, 0.01, 0.08, 0.19, 0.07, 0.14, 0.07]}

6.
{"formula": "C6H6O3", "method": "ωB97M-V with the def2-TZVPD basis set", "e_above_lowest_kcal_mol": 80.6, "orbital_gap_ev": [7.1, 7.1], "max_force_ha_per_bohr": 0.010, "homo_ha": [-0.2826, -0.2826], "lumo_ev": [-0.59, -0.59], "elements": ["C", "C", "C", "C", "C", "C", "O", "O", "O", "H", "H", "H", "H", "H", "H"], "xyz": [[-1.69925, -0.90533, -0.07886], [1.83670, -0.43973, 0.08782], [1.01955, 0.60447, -0.41478], [-0.90122, 0.27414, -0.46415], [0.43521, 1.70931, 0.36461], [-0.89527, 1.60142, 0.23979], [-0.06714, 0.21311, -1.45795], [1.73311, -1.63512, -0.58140], [2.61900, -0.28901, 1.01748], [2.39132, -2.21352, -0.16875], [1.02693, 2.41650, 0.92836], [-1.72954, 2.21554, 0.53550], [-1.91967, -0.89328, 0.98846], [-1.19375, -1.82094, -0.38158], [-2.65597, -0.83756, -0.61456]], "forces_ev_per_a": [[-0.02, -0.04, -0.02], [0.12, -0.15, 0.11], [-0.21, 0.07, -0.08], [0.46, 0.18, -0.12], [-0.16, -0.22, -0.09], [0.14, -0.07, -0.10], [-0.17, -0.03, 0.47], [0.02, 0.24, 0.14], [-0.25, -0.12, -0.29], [-0.02, 0.09, 0.02], [-0.03, -0.01, -0.01], [0.02, -0.03, 0.01], [0.03, 0.02, -0.06], [-0.01, 0.04, 0.00], [0.07, 0.02, 0.02]], "lowdin_charge": [0.04, -0.55, -0.08, -0.28, 0.00, 0.00, 0.07, 0.08, 0.05, 0.12, 0.13, 0.10, 0.10, 0.10, 0.11]}